{
  "formula": "C65H145N9O6",
  "method": "ωB97M-V with the def2-TZVPD basis set",
  "elements": ["C", "O", "C", "H", "C", "C", "H", "H", "C", "H", "C", "N", "C", "C", "H", "H", "H", "H", "H", "N", "H", "H", "C", "H", "H", "H", "C", "C", "H", "C", "H", "H", "H", "C", "C", "H", "H", "H", "H", "C", "C", "H", "H", "C", "H", "H", "H", "H", "H", "H", "H", "C", "H", "C", "H", "H", "H", "C", "H", "H", "H", "H", "C", "H", "H", "C", "H", "H", "H", "H", "H", "H", "H", "H", "N", "H", "H", "H", "H", "H", "H", "O", "H", "C", "H", "H", "C", "H", "H", "H", "H", "H", "C", "H", "H", "H", "H", "H", "H", "C", "C", "C", "H", "C", "H", "H", "C", "H", "C", "H", "C", "H", "H", "O", "H", "C", "H", "H", "H", "H", "C", "H", "H", "N", "H", "H", "H", "H", "H", "H", "C", "H", "H", "N", "H", "C", "C", "N", "C", "H", "H", "N", "H", "H", "H", "H", "H", "H", "H", "H", "H", "C", "C", "C", "C", "H", "H", "H", "H", "C", "C", "H", "C", "C", "H", "H", "H", "H", "H", "H", "C", "H", "H", "C", "H", "H", "O", "H", "H", "N", "H", "C", "O", "H", "C", "C", "C", "H", "H", "C", "H", "H", "H", "H", "H", "H", "C", "C", "H", "C", "H", "C", "H", "H", "H", "C", "H", "H", "C", "H", "C", "H", "H", "H", "C", "H", "O", "H", "C", "N", "C", "C", "H", "H", "C"],
  "xyz": [[15.89228, 11.34702, -51.43259], [8.57609, 4.72311, -48.33373], [8.82697, 5.90065, -48.45011], [10.36960, 0.45149, -47.04412], [11.62617, 5.99991, -42.92355], [17.40061, 5.12453, -52.48471], [17.63841, 9.49546, -53.33600], [19.97147, 6.65023, -46.59385], [15.60543, 9.91356, -53.30706], [11.08814, -3.17915, -46.75321], [15.47109, 3.84090, -38.88009], [12.32834, 3.52656, -50.62417], [16.94829, -1.06595, -44.92014], [12.88693, 1.49241, -51.79238], [8.78937, 1.91273, -48.19982], [16.67111, 2.06258, -37.08433], [11.76327, 8.43396, -44.68222], [19.36783, 4.91815, -55.30199], [14.64516, -3.75196, -48.00649], [18.65817, 4.88032, -45.05056], [11.69081, 5.64760, -48.71764], [14.03652, 8.23671, -41.96936], [17.26114, 11.27096, -52.14493], [15.23753, 9.57651, -44.99739], [11.10017, 7.42262, -50.32500], [12.74833, 7.67476, -50.66427], [10.13499, 0.92060, -46.08861], [9.12458, 3.12491, -45.46957], [16.58859, 4.04544, -50.00094], [15.86525, 1.27865, -38.89062], [17.62309, 6.58759, -55.15280], [13.36302, 5.41072, -44.02740], [13.07922, 9.92244, -45.75171], [12.50266, -3.70110, -48.20664], [13.46331, 8.91068, -45.88185], [15.25320, 7.86622, -51.57788], [12.99868, 0.96190, -52.73799], [17.87654, 3.59244, -56.44582], [17.87001, 10.78354, -51.38348], [13.88393, -3.13173, -48.47972], [13.87954, 3.40393, -50.64793], [14.85174, 1.21490, -38.49459], [10.77800, 4.94324, -50.83763], [11.99523, 2.70424, -51.83860], [12.39509, 8.66158, -42.31165], [16.80458, 2.04067, -44.85208], [20.09163, 7.55750, -45.16694], [16.59232, 4.37866, -44.50927], [18.47066, 8.43494, -47.54329], [17.86957, 4.36047, -46.83434], [11.48540, 3.71720, -42.94561], [12.75214, -1.72299, -46.84630], [14.51147, 1.08716, -43.05396], [11.86723, 4.98399, -50.83622], [14.39643, 3.91059, -39.04847], [17.22294, 7.15278, -49.27038], [8.22395, 1.11054, -44.01277], [12.29898, 5.83789, -49.60196], [12.05131, 3.53142, -48.38312], [15.03659, -2.65879, -45.91239], [16.32070, -0.98349, -44.03277], [19.62180, 4.31961, -46.88094], [17.71377, 2.60776, -44.65235], [6.30080, 2.51927, -45.19679], [18.61689, 0.85648, -39.07605], [15.32588, -1.98816, -46.72151], [16.20999, 6.31885, -54.16396], [18.22613, 1.88963, -46.67650], [12.07992, -1.02325, -47.34287], [5.13806, 0.15414, -43.72170], [17.38407, -2.06443, -44.95540], [17.79017, -0.37765, -44.99480], [19.57566, 2.11965, -45.63890], [12.14008, 5.31902, -51.83693], [17.61411, 4.80740, -53.97118], [11.38842, 6.68932, -42.11344], [16.89316, 8.55176, -51.32385], [17.32388, 11.01865, -54.27629], [14.58077, 8.61419, -49.25500], [19.76395, 5.50221, -43.27896], [16.44566, -0.11190, -46.85649], [13.44843, 4.94541, -46.74046], [17.86989, 2.71015, -54.24688], [17.08629, 10.43385, -53.38766], [14.81010, 1.49051, -50.80177], [13.89856, 6.09143, -42.47623], [13.13723, 6.14531, -43.25441], [13.74676, 1.68359, -40.62088], [17.54948, 6.20029, -52.39159], [12.18280, 3.23661, -52.77107], [15.49110, 3.87601, -37.79084], [18.91444, 1.98489, -37.75703], [14.23920, 2.36049, -41.31904], [16.53224, 5.41331, -57.04985], [19.64238, 3.98300, -53.73112], [10.59224, 3.71257, -46.90103], [11.75519, -3.38628, -48.93483], [16.04502, 3.59702, -41.44010], [8.39486, 3.82211, -45.88129], [13.38969, 8.62498, -42.75608], [17.63409, 2.79217, -39.41920], [18.75219, 3.99449, -46.30981], [13.35804, 5.74325, -49.36214], [14.90850, 8.63938, -45.44642], [15.93243, 11.36941, -50.34356], [15.17588, -0.03760, -45.70156], [17.59677, 4.07235, -44.21713], [15.58217, 6.37621, -49.30206], [14.22682, 2.13203, -51.46232], [12.00796, 1.96194, -46.60410], [17.05556, 3.41590, -54.41084], [12.60250, -3.67456, -45.94112], [12.22567, 7.88862, -48.96626], [14.31447, 3.01955, -46.47719], [12.83448, 1.59322, -42.66781], [15.62333, 8.56941, -49.56986], [19.31966, 4.58466, -51.48476], [5.68452, 1.09968, -46.02242], [16.07986, 7.26180, -47.92930], [11.70553, 1.71379, -44.82019], [16.16756, 7.24994, -49.01571], [11.71819, 4.52467, -41.42864], [9.42408, 7.29817, -48.30851], [16.11782, 2.59659, -39.55584], [7.39240, 2.56249, -47.41623], [18.10682, 3.26718, -49.66154], [10.94590, 6.21941, -43.74645], [14.85473, 10.57456, -53.74024], [16.17223, -2.35391, -47.30289], [14.26092, 0.40657, -47.87487], [5.42115, 1.18725, -43.92328], [7.87412, -0.14032, -45.17905], [15.20893, -0.53149, -48.94895], [14.10930, -1.80834, -47.65000], [14.19976, 3.51089, -49.61153], [11.15828, 4.57794, -42.36233], [11.28139, 1.96791, -45.79160], [15.28071, 9.96864, -51.80160], [13.72602, 10.07782, -51.75411], [15.39390, 8.92407, -53.71236], [14.97488, 6.54597, -44.96985], [8.81156, 1.64744, -46.01247], [20.65853, 5.31141, -44.81265], [13.37044, 9.14905, -52.20026], [17.78185, 12.21578, -52.30071], [16.35240, 4.92934, -52.25830], [15.62518, 8.47450, -46.25095], [8.95148, 3.05659, -44.39557], [10.66490, 3.03744, -49.51418], [17.69594, 4.23142, -43.14338], [14.32987, 4.18496, -51.26054], [12.17687, -3.15776, -46.80128], [15.77412, 2.59669, -41.10239], [6.29923, 1.42933, -45.18483], [18.18345, 1.67742, -38.50484], [17.89714, 3.81988, -39.16876], [16.25724, 2.90702, -56.55528], [12.03957, 1.95095, -49.28646], [10.14848, 0.17345, -45.29509], [16.89931, 5.82996, -54.85238], [19.90637, 4.87245, -44.15715], [15.85469, 4.74324, -39.35625], [16.88135, 3.60837, -56.00149], [12.59962, 7.86766, -45.09200], [18.02661, 2.65905, -40.42732], [15.23037, 5.00079, -55.99652], [17.72218, 6.71111, -44.42167], [13.32757, 10.06079, -50.73969], [7.65073, 0.77744, -47.47100], [10.08420, 4.49774, -42.19491], [12.08790, 7.30808, -49.87846], [18.30555, 3.27299, -51.87346], [12.54467, 0.75885, -51.06242], [15.82928, 8.66902, -51.11771], [13.89550, 2.64994, -43.53278], [13.51087, -0.37667, -49.25854], [9.69341, 6.56819, -47.74621], [10.94338, 2.44975, -51.70847], [17.30086, 6.16479, -45.98953], [13.49042, 7.53224, -43.86287], [12.95955, -1.33419, -45.84935], [7.77554, 0.92853, -44.98944], [15.36121, 4.60914, -47.48307], [15.97278, 0.47247, -39.61630], [18.26752, 4.30140, -51.51424], [13.87510, 1.91126, -42.73151], [11.72755, 2.99527, -49.27521], [11.06015, 4.09177, -45.34985], [13.43346, 8.78743, -46.96445], [15.95973, -0.69640, -46.07525], [12.55296, -4.78693, -48.12575], [18.25256, 9.11181, -45.92317], [14.28121, -2.93538, -49.47557], [13.70317, 3.30549, -41.40697], [16.44460, 1.88390, -41.58249], [13.37780, 10.95579, -52.29818], [19.15662, 4.81714, -54.23742], [16.89932, 1.26590, -37.79236], [20.26259, 3.87954, -43.88268], [8.12070, 1.75391, -47.35379], [16.16685, 9.45670, -49.24520], [18.93621, 8.55639, -46.56523], [15.67725, 7.65377, -43.67203], [4.47399, 1.66098, -44.18127], [5.76990, 1.64239, -42.99628], [19.35782, 7.22757, -45.90232], [18.30385, 2.04729, -43.92725], [19.55335, 5.72607, -53.78514], [14.94632, 7.51333, -44.46835], [19.85479, 9.13201, -46.67912], [16.31857, 5.01878, -56.05648], [16.95682, 0.25662, -37.38475], [15.31854, 12.21880, -51.74710], [14.75558, 2.22652, -52.41079], [10.56309, 3.29040, -45.89653], [17.94547, 4.99043, -49.44206], [8.39631, 6.61790, -49.38641], [16.19951, 3.08811, -53.82106], [14.23645, -0.51468, -48.45692], [14.38570, 4.19107, -46.89894], [17.66777, 4.16471, -50.09717], [18.60527, 2.54600, -45.89322], [13.74694, 9.55905, -43.18967], [12.24589, 7.04941, -45.71923], [18.16307, 6.33439, -45.34460]],
  "total_charge": 6,
  "lumo_ev": -10.67,
  "homo_lumo_gap_ev": 6.2,
  "molar_mass_g_mol": 1148.9,
  "e_homo_ha": -0.6188
}